# 1
# C20H20N5S4SbV

A structure of composition C20H20N5S4SbV at a distorted geometry (ωB97M-V/def2-TZVPD, OMol25).

The geometry in XYZ format:
```
51
Properties=species:S:1:pos:R:3:mulliken_spin:R:1
C -1.9802 -3.6199 2.9897 -0.007
H -0.7301 -4.0191 -1.6380 -0.008
C 1.3298 -0.6693 2.6407 0.005
C -0.8765 -4.2289 2.4146 0.003
H 4.0490 -2.9539 -2.2938 0.000
C 3.6671 1.3583 -0.1606 -0.003
C 3.0013 -3.2028 -2.1528 0.012
C 1.3649 2.3098 -0.9250 -0.010
N 1.9265 -1.7499 3.1831 0.000
C 2.4485 -4.2763 -2.8292 -0.003
H 1.3812 -2.2047 3.8929 0.000
H 3.0548 -4.8756 -3.5008 0.000
N 2.0481 -0.2413 1.5205 -0.001
N 0.0236 -1.8212 -0.3419 -0.099
H 2.9071 3.7691 -1.1002 0.000
S 0.4744 -0.2772 -3.1852 0.018
H -0.5074 -5.1707 2.8125 0.000
C 1.0493 4.4274 -1.9704 0.010
H 3.9926 1.5388 -1.1841 0.000
C -0.2240 -3.6462 1.3295 -0.006
C 2.1779 1.3336 -0.0944 0.003
S -2.4469 -0.1854 -1.6099 -0.044
C -1.7389 -1.8200 1.4021 0.001
C -0.7012 2.8428 -1.7918 0.030
H -2.5035 -4.0810 3.8205 0.000
Sb -1.7705 -0.5577 -3.8942 0.063
C 0.3256 -3.7998 -1.7817 0.072
H -2.0846 -0.8657 1.0565 -0.005
H 0.6291 -4.1460 0.8925 -0.001
H 0.6445 -5.4026 -3.1706 0.001
H -0.9460 4.7667 -2.6874 0.000
S -2.0189 -2.9145 -4.0727 0.908
V -0.2769 -0.0522 -0.9736 2.157
S -0.0194 0.0670 3.2198 0.000
C 0.8692 -2.6995 -1.1241 -0.090
H 4.0611 2.1540 0.4749 0.000
C 1.8757 3.5199 -1.3212 -0.003
C -2.3962 -2.4034 2.4759 0.002
H 2.6432 -1.5731 -0.7953 -0.003
C 2.2119 -2.4281 -1.3044 0.002
H 2.4789 -2.3542 2.5916 0.000
N 1.4733 0.6187 0.6716 0.036
H -3.2451 -1.8886 2.9188 0.000
C -0.2577 4.0881 -2.1995 -0.005
H -1.7083 2.5041 -1.9582 -0.003
N 0.0988 1.9659 -1.1763 -0.047
C 1.1014 -4.5735 -2.6350 0.001
C -0.6566 -2.4383 0.7833 0.013
H 1.4345 5.3919 -2.2815 0.001
H 4.1199 0.4252 0.1614 0.001
H 2.9898 -0.5303 1.3923 0.001
```

Output
Spin multiplicity ... 4
E_HOMO (spin up / spin down) ... -7.331 / -7.423 eV
Gap between HOMO and LUMO (spin up / spin down) ... 6.67 / 5.68 eV
Maximum force ... 1.62 eV/Å
Net charge ... 0

# 2
# C20H21BO

A cluster of 2 separate species, C20H21BO in total at a distorted geometry (ωB97M-V/def2-TZVPD, OMol25).

The geometry in XYZ format:
```
43
Properties=species:S:1:pos:R:3:mulliken_charge:R:1
H 7.4696 -0.6873 -1.0559 0.355
H -6.6810 -1.8370 1.4547 0.331
H -2.0200 4.8332 -0.5231 -0.141
C -2.4162 -1.1192 0.4388 -0.522
C -3.9706 0.3503 -0.7517 -0.620
C 6.6205 -0.8707 -0.4006 -0.353
H -3.6730 4.1208 -1.5470 -0.162
H 5.9319 1.2020 -0.4449 0.427
C -5.9423 -2.4105 0.8800 -1.424
C 1.4644 0.4480 1.3655 -0.146
C -0.2249 0.8250 -0.3784 0.792
H -4.1335 1.2477 -1.3522 0.462
C -2.6283 0.0454 -0.3690 0.380
H -1.8633 4.2933 -2.5195 -0.146
C 5.2707 -2.3678 0.9225 -0.465
H 2.9547 1.5164 -1.5141 0.445
H 1.7364 0.1557 2.3814 0.534
H 3.4832 -1.4747 1.8125 0.340
C 6.3940 -2.1484 0.1203 -0.517
B -2.4422 4.1167 -1.4470 -0.093
C -4.7882 -1.5590 0.4726 1.269
C 5.7681 0.1877 -0.0848 -0.321
H -3.3077 -2.7745 1.4908 0.270
C 4.6355 -0.0584 0.6889 0.428
H -0.6360 0.2077 1.6798 0.698
H 7.0696 -2.9725 -0.1183 0.370
C 2.1452 1.2231 -0.8483 -0.347
H 5.0757 -3.3518 1.3497 0.340
C 0.1407 0.4536 0.9559 -0.673
C -3.4817 -1.8866 0.8714 -0.952
H -5.5863 -3.2414 1.4925 0.355
H -6.0527 -0.2270 -0.6637 0.386
H -1.3969 -1.4124 0.6859 0.661
C 4.3712 -1.3312 1.1972 -0.353
H -6.4479 -2.8299 0.0003 0.331
C -1.5680 0.8593 -0.8557 -0.989
H 0.5773 1.5132 -2.2834 0.371
H -1.7465 1.3788 -1.8075 0.885
C 2.4543 0.8649 0.4745 0.023
H -2.1246 2.9296 -1.0834 -0.154
O 3.7687 1.0143 0.9200 -0.472
C 0.8252 1.2189 -1.2588 -0.932
C -5.0250 -0.4456 -0.3482 -0.674
```

Output
E_HOMO ... -8.278 eV
Gap between HOMO and LUMO ... 5.94 eV
Maximum force ... 1.47 eV/Å
Net charge ... 0

# 3
# C20H21Br2Cl3N3O6TeTi

A structure of composition C20H21Br2Cl3N3O6TeTi at a distorted geometry (ωB97M-V/def2-TZVPD, OMol25).

The geometry in XYZ format:
```
57
Properties=species:S:1:pos:R:3:mulliken_charge:R:1
O -2.7013 2.2696 -2.0984 -0.712
H 3.3149 -2.7288 -4.2383 0.345
O 1.6447 1.4726 3.2759 -0.667
C 3.7567 0.2800 -0.7285 -0.844
H -3.1090 0.2137 0.6834 0.218
C -0.5717 -3.7525 -3.2316 -0.384
H -3.6369 0.1315 2.3639 0.426
O -0.6566 -1.5204 -0.3150 -0.293
C 1.4853 -4.4806 3.4157 -1.066
C 1.0969 1.3998 2.2117 0.373
N -0.9591 1.7292 1.0183 0.318
N 1.0848 1.7064 -1.1194 0.183
H -1.8154 -1.5062 1.0613 0.394
H 2.2087 -4.4461 4.2278 0.266
O 1.1883 0.3454 1.3975 0.197
Br -2.7890 -3.4979 -1.4541 -0.195
Cl 1.2830 4.0363 -4.0088 -0.230
Cl 3.3349 1.9365 -4.0316 -0.178
C 1.4667 2.1458 -2.1653 -0.212
C 2.0049 2.6818 -3.2456 0.549
H 4.7583 -0.1262 -0.5781 0.532
Ti 0.2174 0.1949 -0.2253 -0.624
H 3.7296 -2.3348 3.5108 0.425
C -1.7268 2.5384 0.0519 -0.648
O -1.2659 0.7082 -1.3825 -0.310
H -1.2197 0.9109 2.9448 0.398
H -2.7025 2.8153 0.4536 0.397
C -2.7586 0.0936 1.7143 -0.556
Cl 3.9980 3.8545 -1.0968 -0.775
H 3.2899 0.4686 0.2336 -0.139
H 3.3658 -0.9907 2.4115 0.215
H 4.5936 -1.1114 -2.8701 0.563
H -0.1271 3.1570 2.3993 0.398
Te 1.1865 -2.5003 2.6599 0.433
C -1.8398 1.2424 2.1107 -0.698
C 0.6899 -3.4974 -3.6928 -0.024
H 0.7401 2.9766 0.8371 0.520
C 0.9852 -1.8748 -1.9455 0.443
C -0.3058 -2.1626 -1.4193 -0.426
H -2.4406 2.0918 2.4570 0.411
C 3.2694 -2.0634 2.5634 -1.044
O -2.1414 -1.1612 1.9050 -0.520
C 3.5645 -1.3476 -2.6396 -1.103
H 3.7403 -2.6008 1.7442 0.320
C 0.1817 2.4590 1.6183 -0.849
H 1.8332 -5.1497 2.6329 0.333
Br 1.3191 -4.4340 -5.2150 -0.234
H 0.5355 -4.8443 3.8025 0.297
C -1.0620 -3.0940 -2.0926 -0.224
C 1.5212 -2.5544 -3.0457 0.915
C -1.9550 1.8098 -1.2681 0.524
H -1.1870 3.4588 -0.1734 0.452
H -1.2017 -4.4740 -3.7315 0.433
H 3.8788 1.2643 -1.2148 -0.045
C 2.9654 -0.6801 -1.5404 0.799
C 2.8589 -2.2395 -3.3883 -0.718
N 1.6995 -0.9393 -1.2439 0.642
```

Output
E_HOMO ... -4.374 eV
Gap between HOMO and LUMO ... 5.31 eV
Maximum force ... 1.42 eV/Å
Net charge ... -1

# 4
# C20H21BrDyN3O5Se

A structure of composition C20H21BrDyN3O5Se at a distorted geometry (ωB97M-V/def2-TZVPD, OMol25).

The geometry in XYZ format:
```
52
Properties=species:S:1:pos:R:3:mulliken_spin:R:1
O 1.5334 0.7306 1.7129 0.009
C 3.5427 -0.5634 -0.1867 0.000
H 0.4228 0.0740 -4.0180 0.000
H -3.0473 0.0961 -0.9926 -0.001
O 1.7082 0.8367 4.5168 -0.005
N -1.3240 -2.6074 0.1550 0.021
H 5.5569 0.1420 -0.2242 0.000
H 7.2274 -1.3542 0.3743 0.000
H -2.3268 4.4284 1.0170 0.000
H -2.4061 0.8375 1.8669 0.001
H -3.5744 -4.8978 -0.6025 0.000
H 1.0038 0.4331 -1.6385 0.005
H 0.4742 3.9650 -2.1780 0.000
O 6.7215 -2.1630 0.5301 0.000
H 1.4213 1.8403 -2.5863 0.000
H -1.0456 0.0702 -3.0441 0.000
Se 1.2838 0.0256 3.2137 0.011
N -1.1346 0.1830 -0.2210 0.000
H -1.1431 -4.6810 0.5261 0.000
O 1.8903 -1.4989 2.9113 0.006
C 4.9047 -0.7025 -0.0494 0.001
C -1.7600 3.7892 0.3504 0.000
C 5.4104 -1.9382 0.3551 0.000
H -0.6357 1.4869 -4.0039 0.000
C -3.0109 -3.9908 -0.4627 0.000
C -2.2047 -0.4584 -0.5765 -0.009
C -0.1836 3.5312 -1.4340 0.000
N 2.6846 -1.5744 0.0187 0.009
C -1.1068 1.6046 -0.3511 -0.001
C -3.3838 -2.6941 -0.8297 0.000
C 4.5373 -2.9949 0.5991 -0.001
H -4.4318 1.2477 0.4010 0.000
H -4.5436 2.8857 1.0238 0.000
C -0.2183 0.6912 -3.3869 0.000
C -0.2455 2.1494 -1.3108 -0.006
C 0.5702 1.2641 -2.2136 -0.002
C -2.7212 1.8496 1.6086 0.000
C 3.1986 -2.7354 0.4052 -0.002
Br 1.9276 -4.0803 0.7967 -0.002
C -4.2068 1.8765 1.2643 0.000
H -0.8776 5.4248 -0.7112 0.000
C -0.9421 4.3493 -0.6127 0.001
Dy 0.4025 -1.1914 1.0106 4.949
C -1.7523 -3.8877 0.1179 -0.003
H -2.5443 2.4430 2.5090 0.000
H 4.8926 -3.9521 0.9461 0.000
H 3.0990 0.3898 -0.4401 0.000
C -1.8544 2.4078 0.5114 -0.005
H -4.2941 -2.3812 -1.3141 0.000
O -0.3548 -0.3516 2.9776 0.005
C -2.3344 -1.8677 -0.4313 0.019
H -4.8051 1.5131 2.1004 0.000
```

Output
Spin multiplicity ... 6
E_HOMO (spin up / spin down) ... -8.121 / -8.123 eV
Gap between HOMO and LUMO (spin up / spin down) ... 8.01 / 8.04 eV
Maximum force ... 1.01 eV/Å
Net charge ... 0

Q: Which value of net charge does entry 4 give?
A: 0

Q: Among the records above, which one has the lowest maximum force?
A: C20H21BrDyN3O5Se

Q: Which value of maximum force does entry 2 give?
A: 1.47 eV/Å